The following is a quantum chemistry calculation of a structure of composition C22H40IrN3O7P2S, from the OMol25 dataset.

The geometry in XYZ format:
```
76
Properties=species:S:1:pos:R:3:mulliken_spin:R:1
Ir 1.41834 -1.03582 -1.92888 0.62
N 4.83854 -1.85664 -4.41785 0.00
C 3.62645 -1.64990 -3.86774 -0.01
S 3.57129 -0.88161 -2.28509 0.15
N 2.55451 -2.02394 -4.47960 0.03
N 1.38337 -1.66235 -3.82758 0.00
C 0.30502 -2.04991 -4.43097 -0.02
C -0.99497 -1.56223 -4.10246 0.02
C -2.13405 -2.14796 -4.68025 -0.02
C -3.38295 -1.64138 -4.42309 0.02
C -3.50327 -0.51734 -3.59572 -0.01
C -2.40139 0.10001 -3.04928 0.02
C -1.11334 -0.40646 -3.28796 -0.01
O -0.05264 0.21453 -2.81712 0.17
H 5.68003 -1.60465 -3.93554 0.00
H 4.89648 -2.25694 -5.33795 0.00
H 0.44180 -2.71424 -5.27827 0.00
H -2.01088 -3.00210 -5.33567 0.00
H -4.26095 -2.09394 -4.86156 0.00
H -4.48932 -0.12313 -3.38120 0.00
H -2.49633 0.97607 -2.42650 0.00
C 3.41010 0.34174 4.08310 0.00
C 1.93575 0.11640 3.83408 0.00
C 1.04557 1.25202 4.29166 0.00
O 1.69798 -0.19141 2.42146 0.00
P 1.70418 0.68463 1.13933 0.01
O 2.11684 -0.13071 -0.03432 -0.02
C 0.03372 1.30245 0.91143 0.00
P -1.09799 -0.04387 0.54271 0.02
O -0.55553 -0.93673 -0.50091 0.00
O -2.46686 0.57470 0.08297 0.00
C -3.31739 1.39233 0.94644 0.00
C -4.72350 0.85454 0.80631 0.00
C -3.18614 2.83827 0.51813 0.00
O -1.32536 -0.68569 1.96012 0.00
C -1.93476 -2.02153 2.07101 0.00
C -2.83567 -1.98389 3.28207 0.00
C -0.82027 -3.03831 2.16583 0.00
O 2.63796 1.89289 1.46198 0.00
C 2.95898 3.07631 0.64973 0.00
C 2.93488 2.78194 -0.83453 0.00
C 2.04315 4.20683 1.06499 0.00
H 3.58464 0.39198 5.15817 0.00
H 3.75062 1.27287 3.63295 0.00
H 3.99700 -0.48174 3.67835 0.00
H 1.62249 -0.80678 4.32053 0.00
H 1.29062 2.17918 3.76981 0.00
H 1.19842 1.42170 5.35743 0.00
H -0.00638 1.00994 4.13405 0.00
H 0.01901 1.96996 0.04620 0.00
H -0.28629 1.84029 1.80569 0.00
H -2.97800 1.26509 1.97855 0.00
H -5.06097 0.94720 -0.22673 0.00
H -5.40386 1.41650 1.44612 0.00
H -4.76829 -0.19685 1.08978 0.00
H -3.41435 2.93707 -0.54375 0.00
H -2.18207 3.22576 0.69393 0.00
H -3.88747 3.45507 1.08014 0.00
H -2.52505 -2.19554 1.16699 0.00
H -2.25466 -1.76503 4.17911 0.00
H -3.31832 -2.95241 3.41269 0.00
H -3.61103 -1.22531 3.17459 0.00
H -0.22397 -2.86156 3.06240 0.00
H -0.16992 -2.97848 1.29394 0.00
H -1.24122 -4.04265 2.22048 0.00
H 3.97922 3.30296 0.95612 0.00
H 1.92337 2.58981 -1.20124 0.00
H 3.55865 1.92519 -1.08284 0.00
H 3.31825 3.65327 -1.36567 0.00
H 1.01254 4.01775 0.75953 0.00
H 2.36856 5.13008 0.58536 0.00
H 2.07040 4.35565 2.14390 0.00
C 1.40014 -3.03328 -1.51892 0.00
H 1.79546 -3.20519 -0.51789 0.00
H 1.96815 -3.60033 -2.25297 0.01
H 0.34288 -3.30520 -1.55014 0.01
```

LUMO (spin up / spin down) ... -2.645 / -3.744 eV
Electronic energy ... -2738.46439 a.u.
Charge ... +1
ΔE to the lowest compared entry with this formula, charge and spin ... 0.1 kcal/mol
Multiplicity ... 2